C11H23DyN3O6 | ωB97M-V/def2-TZVPD

XYZ file:
```
44
Properties=species:S:1:pos:R:3:lowdin_charge:R:1
O 2.7365 1.0902 -1.2429 -0.18
H 3.3637 1.5394 -1.8289 0.12
Dy 0.6021 0.1545 -0.0430 1.56
N -1.4677 0.0019 -1.1701 -0.22
N 0.7035 -0.7943 -2.0773 -0.27
O -2.6937 0.3836 -0.5485 -0.15
O 1.9949 -1.0819 -2.5917 -0.10
C -1.5726 -0.6704 -2.3447 -0.36
C -0.3230 -1.0260 -2.9125 -0.35
C -2.8374 -1.1095 -3.0003 -0.04
C -0.1038 -1.7075 -4.2064 -0.04
H -3.7340 -0.6366 -2.5935 0.07
H -2.9566 -2.2040 -2.9031 0.09
H -2.8061 -0.8606 -4.0748 0.09
H 0.9602 -1.9131 -4.3893 0.08
H -0.4882 -1.0841 -5.0246 0.09
H -0.6614 -2.6533 -4.2523 0.08
H -3.3583 -0.2662 -0.8963 0.09
H 2.5468 -0.3727 -2.1642 0.05
O 0.9563 -2.0729 0.4281 -0.12
H 0.2807 -2.4463 1.0194 0.09
H 0.8823 -2.5343 -0.4369 0.10
C 1.4253 1.9919 -1.0935 -0.13
H 1.3012 2.2238 0.0015 0.08
H 0.5976 1.4839 -1.6706 0.07
H 1.5954 2.9608 -1.5978 0.13
O -1.9726 3.2031 0.1527 -0.09
H -2.4025 2.2988 0.0398 0.03
H -1.8601 3.2960 1.1192 0.03
O 2.4724 0.3327 1.2582 -0.19
C 2.4369 -0.0767 2.6499 -0.11
C 1.0415 0.1449 3.1765 -0.25
C 0.8478 0.1802 4.5550 0.01
C -0.4637 0.3021 5.0040 -0.02
C -1.5284 0.3764 4.1041 -0.03
C -1.2687 0.3505 2.7342 -0.07
N 0.0283 0.2628 2.2920 -0.03
H 3.3666 0.3812 0.9330 0.11
H 2.7184 -1.1351 2.7116 0.15
H 3.1713 0.5114 3.2087 0.14
H 1.7454 0.0651 5.1782 0.14
H -0.6453 0.3233 6.0824 0.13
H -2.5731 0.4469 4.4472 0.13
H -2.0576 0.3400 1.9673 0.11
```

## Properties
<S²>   9.357
Calculated total energy   -1933.322631 a.u.
Net charge   +1
Multiplicity   6
HOMO-LUMO gap (alpha / beta)   4.25 / 4.17 eV
LUMO energy (alpha / beta)   -3.37 / -3.36 eV
ΔE to the lowest compared entry with this formula, charge and spin   51.4 kcal per mole



C18H34N9Pd | ωB97M-V/def2-TZVPD

XYZ file:
```
62
Properties=species:S:1:pos:R:3:nbo_charge:R:1
Pd 0.0320 -0.1045 -0.1227 0.98
C -0.3303 -0.0834 4.8239 -0.42
N 1.0178 -0.0912 4.2731 -0.43
C 1.9882 0.7280 4.9985 -0.41
C 1.1371 -0.2809 2.9226 0.64
N 0.1575 -0.4087 2.1036 -0.80
N 2.4582 -0.3831 2.5001 -0.62
C 2.9976 -0.2951 1.2317 0.64
N 4.3601 -0.3448 1.2418 -0.80
N 2.2905 -0.2081 0.1632 -0.83
H -0.2611 -0.1519 5.9058 0.23
H -0.8833 -0.9536 4.4724 0.22
H -0.8836 0.8267 4.5671 0.20
H 1.7350 0.6949 6.0540 0.23
H 1.9736 1.7700 4.6676 0.21
H 3.0044 0.3449 4.9154 0.19
H -0.7253 -0.1597 2.5311 0.38
H 3.1184 -0.5788 3.2325 0.41
H 4.8803 -0.1459 2.0782 0.40
H 4.8514 -0.2122 0.3760 0.41
H 2.8762 -0.0836 -0.6543 0.37
N -0.8134 -2.9375 -0.4771 -0.66
N -1.6030 -1.7653 -0.2407 -0.66
H -1.3626 -3.7817 -0.3494 0.35
H -0.0704 -2.9416 0.2114 0.36
H -2.1925 -1.8481 0.5837 0.36
H -2.2157 -1.6421 -1.0384 0.38
C -0.9050 2.8063 -4.4494 -0.61
C -0.5963 1.3249 -4.2590 0.09
C 0.5274 0.8949 -5.1970 -0.62
C -1.8591 0.4965 -4.5201 -0.64
N -0.1290 1.2156 -2.8656 -0.48
N 0.1525 -0.1025 -2.4021 -0.66
H -1.2301 2.9998 -5.4713 0.22
H -0.0198 3.4068 -4.2412 0.23
H -1.7031 3.1265 -3.7751 0.21
H 0.2461 1.0825 -6.2333 0.23
H 0.7422 -0.1731 -5.1126 0.20
H 1.4364 1.4566 -4.9790 0.22
H -2.2264 0.6758 -5.5307 0.23
H -2.6525 0.7719 -3.8212 0.21
H -1.6783 -0.5794 -4.4445 0.19
H -0.8257 1.6003 -2.2348 0.37
H 1.0823 -0.3466 -2.7240 0.37
H -0.4795 -0.7983 -2.7979 0.36
C 0.2588 5.5101 0.3286 -0.21
C 1.1445 4.4180 0.2143 -0.22
C 0.6600 3.1431 0.1362 -0.21
C -0.7340 2.8808 0.1706 -0.04
C -1.2562 1.5554 0.0887 -0.26
C -2.6168 1.3846 0.1260 -0.30
C -3.5055 2.4817 0.2407 -0.22
C -3.0172 3.7517 0.3162 -0.19
C -1.6203 3.9847 0.2844 -0.10
C -1.0889 5.2958 0.3616 -0.17
H 0.6521 6.5164 0.3856 0.22
H 2.2117 4.5975 0.1811 0.21
H 1.3423 2.3068 0.0353 0.20
H -3.0517 0.3911 0.0638 0.18
H -4.5737 2.3048 0.2638 0.22
H -3.6864 4.5995 0.3992 0.22
H -1.7760 6.1293 0.4463 0.21
```

## Properties
<S²>   2.006
Calculated total energy   -1326.715584 a.u.
Net charge   +1
Multiplicity   3
HOMO-LUMO gap (alpha / beta)   7.45 / 7.24 eV
LUMO energy (alpha / beta)   -2.22 / -2.70 eV
ΔE to the lowest compared entry with this formula, charge and spin   0.0 kcal per mole



C34H96N12O10 | ωB97M-V/def2-TZVPD

XYZ file:
```
152
Properties=species:S:1:pos:R:3:lowdin_charge:R:1
C -0.5018 -2.8962 -3.6819 -0.12
O -1.0187 -3.7043 -4.6881 -0.18
C -1.8317 -4.7787 -4.2344 -0.21
C -2.3086 -5.6444 -5.3507 -0.50
C -3.1177 -6.8547 -4.8972 -0.06
N -1.2925 -6.1844 -6.1401 0.04
H -1.1926 -2.7186 -2.8577 0.07
H -0.0696 -1.9623 -4.0412 0.09
H 0.1618 -3.6231 -3.2136 0.08
H -1.3073 -5.4639 -3.5685 0.12
H -2.6703 -4.3748 -3.6672 0.14
H -2.9759 -5.0036 -5.9271 0.14
H -4.0716 -6.4384 -4.5735 0.07
H -2.5659 -7.2844 -4.0612 0.07
H -3.2937 -7.6287 -5.6442 0.08
H -1.4911 -6.1632 -7.1301 0.09
H -0.4383 -5.6547 -6.0410 0.07
C 1.6452 6.2685 6.1404 -0.12
O 1.3502 4.9711 6.5090 -0.18
C 1.4655 3.9316 5.6123 -0.21
C 0.2666 3.8952 4.6187 -0.41
C -1.0805 3.6878 5.2453 -0.05
N 0.3430 2.8227 3.6480 0.05
H 2.7168 6.4523 6.2170 0.09
H 1.0100 6.8807 6.7806 0.10
H 1.3191 6.5504 5.1393 0.08
H 2.4526 3.8869 5.1523 0.13
H 1.4590 3.0435 6.2441 0.12
H 0.3506 4.8938 4.1900 0.12
H -1.7872 3.4959 4.4380 0.06
H -1.6082 4.5576 5.6366 0.08
H -1.1509 2.9763 6.0680 0.09
H 0.9861 2.9961 2.8888 0.08
H -0.5483 2.7920 3.1740 0.05
C 2.2540 -1.1646 7.3937 -0.09
O 1.6325 -1.4190 6.1240 -0.21
C 1.7999 -0.3802 5.0987 -0.18
C 1.4281 -0.7206 3.6983 -0.43
C 2.1760 -1.8630 3.0729 -0.07
N 1.7427 0.4101 2.8169 0.03
H 2.1058 -1.9644 8.1192 0.08
H 1.7024 -0.3056 7.7758 0.08
H 3.3039 -0.9340 7.2130 0.08
H 1.3263 0.5527 5.4045 0.12
H 2.8838 -0.2796 5.0428 0.12
H 0.3603 -0.9372 3.7290 0.14
H 1.8904 -2.2019 2.0771 0.06
H 2.0263 -2.8132 3.5856 0.08
H 3.2557 -1.7157 3.0467 0.09
H 2.7007 0.7195 2.7368 0.10
H 1.3317 1.1624 3.3509 0.01
C 6.0957 2.8753 -4.7612 -0.14
O 4.7499 3.2250 -4.8617 -0.20
C 3.9754 3.0785 -3.6166 -0.15
C 3.7167 1.6307 -3.1915 -0.42
C 2.9752 0.7571 -4.2685 -0.04
N 2.9856 1.4334 -1.9590 0.04
H 6.4929 3.0235 -5.7654 0.09
H 6.2068 1.8055 -4.5847 0.07
H 6.6380 3.3944 -3.9709 0.09
H 4.2889 3.7538 -2.8204 0.12
H 3.0351 3.5429 -3.9138 0.11
H 4.6512 1.1168 -2.9659 0.13
H 1.9365 1.0278 -4.4581 0.07
H 3.0592 -0.3072 -4.0487 0.07
H 3.5283 0.7866 -5.2073 0.07
H 2.9828 0.4428 -1.7620 0.05
H 2.0203 1.6339 -2.1782 0.06
C -3.2950 2.7793 1.3553 -0.10
O -2.7202 1.9625 2.3584 -0.23
C -2.9485 0.5287 2.1619 -0.16
C -4.3000 0.2429 2.8286 -0.44
C -4.2153 0.3226 4.4100 -0.04
N -4.8545 -1.0078 2.4738 0.02
H -4.3729 2.8963 1.4671 0.09
H -3.0108 2.3949 0.3757 0.07
H -2.8446 3.7682 1.4415 0.07
H -2.9882 0.2210 1.1170 0.11
H -2.1274 -0.0668 2.5609 0.12
H -5.0338 0.9911 2.5289 0.12
H -3.7602 1.2862 4.6388 0.06
H -3.5251 -0.4303 4.7907 0.07
H -5.1995 0.2994 4.8781 0.07
H -4.2254 -1.7791 2.3021 0.07
H -5.3931 -1.4080 3.2287 0.07
C -2.0861 6.7948 -2.5188 -0.12
O -0.8612 6.2049 -2.1610 -0.19
C -0.2919 6.4569 -0.8847 -0.21
C 0.6426 5.4036 -0.3494 -0.46
C -0.0370 4.0446 -0.0155 -0.04
N 1.2161 5.9041 0.8235 0.04
H -2.1762 6.9404 -3.5953 0.09
H -2.4324 7.6853 -1.9941 0.09
H -2.9112 6.1013 -2.3563 0.08
H 0.1391 7.4574 -0.9209 0.12
H -1.1483 6.6822 -0.2491 0.12
H 1.3441 5.2523 -1.1698 0.15
H -0.5871 3.7815 -0.9190 0.07
H -0.7277 4.2480 0.8028 0.06
H 0.5912 3.2009 0.2702 0.06
H 1.6583 6.7195 0.4238 0.07
H 0.6165 6.4840 1.3930 0.08
C -0.5361 -4.4039 -0.4427 -0.07
O -0.1565 -5.2733 0.6662 -0.22
C -0.8983 -6.4595 0.7863 -0.21
C -0.3983 -7.1705 2.1034 -0.45
C 1.0619 -7.4066 2.1093 -0.08
N -0.9644 -8.4642 2.0516 0.01
H -0.3234 -4.9625 -1.3542 0.06
H 0.1186 -3.5337 -0.4887 0.07
H -1.6153 -4.2508 -0.4470 0.09
H -1.9515 -6.1954 0.8811 0.12
H -0.8399 -7.0581 -0.1227 0.12
H -0.7468 -6.6223 2.9787 0.15
H 1.5207 -7.5861 1.1369 0.08
H 1.3228 -8.1994 2.8104 0.08
H 1.5622 -6.5179 2.4942 0.07
H -1.9643 -8.4244 1.9145 0.07
H -0.6139 -8.9601 1.2445 0.08
C -0.8230 3.2791 -4.0830 -0.09
O -1.6872 2.2992 -3.4806 -0.24
C -1.8396 0.9798 -4.1683 -0.11
C -3.0899 0.3173 -3.4117 -0.35
C -4.4041 1.0630 -3.8072 -0.07
N -2.9161 0.4557 -1.9281 0.04
H -1.2147 4.2317 -3.7263 0.06
H -0.7899 3.3697 -5.1687 0.09
H 0.2136 3.2816 -3.7462 0.07
H -1.8531 1.0585 -5.2553 0.11
H -0.8995 0.4650 -3.9697 0.09
H -3.1326 -0.7406 -3.6708 0.12
H -4.2597 2.1433 -3.7891 0.07
H -5.2879 0.7745 -3.2383 0.07
H -4.6264 0.7538 -4.8285 0.06
H -2.1145 -0.1269 -1.7326 0.01
H -2.4311 1.3416 -1.9370 0.03
N 5.1072 -3.7534 -1.7310 0.15
C 3.8255 -3.4568 -1.4275 -0.75
N 3.1902 -4.5549 -1.1650 0.19
O 3.3334 -2.3697 -1.5298 0.05
H 5.4200 -4.6916 -1.5257 0.10
H 5.7414 -3.0358 -2.0518 0.11
H 2.2656 -4.4415 -0.7748 0.11
H 3.7978 -5.3608 -1.2038 0.11
N -0.2611 0.6659 0.2319 0.19
C 0.2652 -0.3090 -0.5471 -0.76
N 1.2445 -0.8158 0.0549 0.19
O -0.2289 -0.6737 -1.5898 0.03
H -0.0431 0.6981 1.2176 0.08
H -1.1250 0.9826 -0.1845 0.07
H 1.5737 -0.4365 0.9312 0.07
H 1.8744 -1.3579 -0.5190 0.07
```

## Properties
Calculated total energy   -2762.234139 a.u.
SMILES   COC[C@H](C)N.COC[C@H](C)N.COC[C@H](C)N.COC[C@H](C)N.COC[C@H](C)N.COC[C@H](C)N.COC[C@H](C)N.COC[C@H](C)N.NC(N)=O.NC(N)=O
HOMO-LUMO gap   9.23 eV
LUMO energy   0.40 eV
ΔE to the lowest compared entry with this formula, charge and spin   121.1 kcal per mole



C32H39BN3O4P2Rh | ωB97M-V/def2-TZVPD

XYZ file:
```
82
Properties=species:S:1:pos:R:3:lowdin_charge:R:1
Rh -1.8122 1.3803 0.2949 0.91
C 1.4798 1.0078 2.3857 -0.16
N 0.0973 1.4813 2.2528 0.01
C -0.3235 2.2705 3.1746 -0.12
C -1.7008 2.7296 3.1336 -0.36
C -2.4973 3.4506 4.0145 -0.06
C -3.7644 3.6146 3.3914 -0.08
C -3.6493 2.9459 2.1768 -0.21
N -2.4365 2.3791 2.0558 -0.14
C 1.4511 -0.4187 2.8969 -0.23
C 1.3176 -1.4884 2.0299 -0.05
C 1.2403 -2.7709 2.5192 -0.10
C 1.3278 -3.0473 3.8703 -0.09
C 1.4319 -1.9816 4.7804 -0.07
C 1.5189 -0.6822 4.2673 -0.06
H 2.0227 1.6374 3.1061 0.11
H 2.0029 1.0286 1.4225 0.10
H 0.3118 2.6555 4.0057 0.14
H -2.2305 3.8835 4.9691 0.09
H -4.6332 4.1458 3.7597 0.09
H -4.2979 2.8947 1.3219 0.09
H 1.3061 -1.3124 0.9632 0.12
H 1.1586 -3.5885 1.8561 0.09
H 1.2627 -4.0665 4.2365 0.10
H 1.4747 -2.1707 5.8469 0.10
H 1.5992 0.1648 4.9176 0.11
C -4.2174 -0.1701 2.3937 -0.23
P -2.4596 -0.5047 1.9658 0.91
C -1.7642 -0.6768 3.6318 -0.23
C -2.3525 -2.1535 1.2053 -0.37
C -2.2281 -3.3202 1.9404 -0.09
C -2.2195 -4.5084 1.2953 -0.08
C -2.2777 -4.5776 -0.0911 -0.06
C -2.4231 -3.4239 -0.8426 -0.07
C -2.4816 -2.1974 -0.1762 -0.39
P -2.8109 -0.6586 -1.0695 0.89
C -1.9880 -0.8784 -2.6788 -0.23
C -4.6536 -0.7354 -1.2882 -0.21
H -4.7711 -1.0991 2.5854 0.06
H -4.6943 0.3794 1.5900 0.01
H -4.2767 0.4804 3.2708 0.05
H -2.4663 -1.2163 4.2606 0.06
H -1.6354 0.3125 4.0506 0.03
H -0.7669 -1.1392 3.5720 0.02
H -2.1731 -3.2470 2.9914 0.09
H -2.1392 -5.4393 1.8420 0.11
H -2.2895 -5.5472 -0.5434 0.10
H -2.4925 -3.4629 -1.9181 0.10
H -2.4255 -1.7219 -3.2488 0.06
H -0.9279 -1.0650 -2.5194 0.06
H -2.0906 0.0374 -3.2345 0.02
H -5.0162 -1.7390 -1.4926 0.04
H -4.9620 -0.0993 -2.0974 0.03
H -5.1397 -0.3195 -0.3737 0.04
O -3.3244 1.7025 -2.6066 -0.17
N -3.4425 2.7880 -2.0021 -0.21
O -3.1373 2.8668 -0.7805 -0.23
C 5.2296 -0.4713 -4.9509 -0.05
C 5.1160 0.7140 -3.9919 -0.55
C 5.9292 0.4229 -2.7179 -0.07
C 5.6429 1.9653 -4.7052 -0.06
C 3.6350 1.0290 -3.6194 -0.17
C 2.7420 1.5215 -4.5418 -0.05
C 1.4338 1.8599 -4.2073 0.03
C 1.0255 1.6810 -2.8835 -0.20
O -0.1189 1.9702 -2.2311 0.12
B 0.0167 1.5125 -0.9312 -0.52
O 1.3065 1.0001 -0.7529 0.11
C 1.9152 1.1193 -1.9644 -0.20
C 3.2170 0.8204 -2.2936 0.06
H 6.2835 -0.6332 -5.1163 0.07
H 4.7522 -0.2119 -5.9159 0.09
H 4.7586 -1.3731 -4.5095 0.10
H 6.9592 0.1781 -2.9915 0.08
H 5.5035 -0.4327 -2.1790 0.08
H 5.9325 1.2774 -2.0112 0.10
H 6.6717 1.8013 -5.0611 0.09
H 5.6830 2.8367 -4.0509 0.09
H 5.0495 2.2582 -5.5518 0.06
H 3.0216 1.6552 -5.5922 0.12
H 0.8124 2.2644 -4.9747 0.11
H 3.8711 0.4259 -1.5359 0.11
```

## Properties
<S²>   6.013
Calculated total energy   -2526.016945 a.u.
Multiplicity   5
HOMO-LUMO gap (alpha / beta)   7.46 / 5.98 eV
LUMO energy (alpha / beta)   0.44 / -1.58 eV



Question: Among the records above, which one has the lowest calculated total energy?
Answer: C34H96N12O10